{
  "formula": "C17H54N3O9",
  "method": "ωB97M-V/def2-TZVPD",
  "orbital_gap_ev": 7.67,
  "charge": 1,
  "species": ["N", "H", "H", "H", "H", "C", "O", "H", "H", "H", "H", "C", "O", "H", "H", "H", "H", "C", "O", "H", "H", "H", "H", "C", "O", "H", "H", "H", "H", "C", "O", "H", "H", "H", "H", "C", "O", "C", "C", "N", "C", "C", "O", "C", "H", "H", "H", "H", "H", "H", "H", "H", "H", "H", "H", "H", "H", "H", "H", "C", "O", "C", "C", "N", "C", "C", "O", "C", "H", "H", "H", "H", "H", "H", "H", "H", "H", "H", "H", "H", "H", "H", "H"],
  "positions_angstrom": [[0.185687, 0.304819, -1.597494], [0.468687, -0.077181, -2.420494], [0.188687, -0.496181, -0.905494], [-0.730313, 0.680819, -1.703494], [0.878687, 0.982819, -1.178494], [2.236687, 1.974819, -0.135494], [1.678687, 0.724819, 0.305506], [1.959687, 2.381819, -1.213494], [3.415687, 2.026819, -0.076494], [2.161687, 2.716819, 0.421506], [2.013687, 0.320819, 1.060506], [0.459687, 3.561819, -2.799494], [-0.436313, 3.299819, -1.714494], [0.583687, 4.731819, -3.030494], [0.057687, 3.187819, -3.795494], [1.474687, 3.185819, -2.766494], [-0.867313, 4.137819, -1.303494], [2.013687, -1.024181, -3.262494], [1.772687, 0.273819, -3.088494], [1.283687, -1.423181, -4.061494], [1.655687, -1.538181, -2.502494], [3.159687, -1.227181, -3.649494], [2.578687, 0.766819, -3.190494], [-0.642313, 0.434819, -5.137494], [-1.569313, 0.987819, -4.184494], [-0.557313, -0.707181, -5.163494], [0.421687, 0.783819, -5.116494], [-0.843313, 0.514819, -6.325494], [-2.372313, 0.613819, -4.197494], [-1.339313, -3.327181, -3.894494], [-0.324313, -2.715181, -3.184494], [-1.058313, -4.118181, -4.263494], [-1.825313, -2.502181, -4.678494], [-2.037313, -3.669181, -3.174494], [0.236687, -3.326181, -2.904494], [-0.953313, -3.658181, 0.364506], [-0.753313, -2.521181, 1.263506], [0.646687, -2.177181, 1.436506], [0.786687, -1.202181, 2.596506], [2.166687, -0.907181, 2.872506], [2.316687, 0.276819, 3.710506], [3.723687, 0.502819, 4.156506], [3.714687, 1.772819, 4.790506], [5.085687, 2.162819, 5.206506], [-2.110313, -4.037181, 0.535506], [-0.439313, -4.579181, 0.592506], [-0.789313, -3.360181, -0.789494], [0.942687, -1.896181, 0.491506], [1.113687, -3.263181, 1.564506], [0.396687, -1.769181, 3.467506], [0.089687, -0.258181, 2.297506], [2.402687, -1.575181, 3.395506], [1.642687, 0.042819, 4.765506], [1.719687, 1.096819, 3.489506], [4.368687, 0.702819, 3.288506], [4.041687, -0.427181, 4.770506], [5.461687, 2.584819, 4.483506], [5.831687, 1.359819, 5.506506], [5.245687, 3.039819, 5.823506], [-4.807313, -3.529181, -0.818494], [-3.609313, -2.880181, -0.030494], [-3.383313, -1.652181, -0.357494], [-2.436313, -1.148181, 0.744506], [-2.073313, 0.193819, 0.594506], [-1.434313, 0.707819, 1.783506], [-1.594313, 2.279819, 1.742506], [-0.990313, 2.871819, 2.912506], [-1.399313, 4.278819, 3.058506], [-4.921313, -4.572181, -0.970494], [-4.954313, -3.207181, -1.916494], [-5.722313, -3.248181, -0.258494], [-4.284313, -0.957181, -0.422494], [-3.011313, -1.511181, -1.340494], [-1.452313, -1.678181, 1.031506], [-2.987313, -1.321181, 1.773506], [-2.941313, 0.847819, 0.544506], [-0.449313, 0.333819, 1.743506], [-1.776313, 0.424819, 2.772506], [-2.609313, 2.470819, 2.104506], [-1.480313, 2.659819, 0.867506], [-2.525313, 4.585819, 3.382506], [-1.139313, 4.921819, 2.117506], [-0.953313, 4.773819, 3.694506]],
  "forces_ev_per_a": [[-1.80, -0.57, 5.37], [0.03, -0.45, -2.28], [-0.67, 1.45, -0.69], [-1.11, 0.50, 0.39], [-1.60, -1.14, -1.25], [4.50, -4.91, -5.15], [-0.91, 2.23, -2.77], [0.21, -1.71, 2.27], [-1.75, -1.12, -0.80], [-2.40, 6.47, 5.59], [1.82, -0.70, 2.46], [-1.30, 3.36, -2.56], [-0.21, 1.41, 0.77], [-0.24, -2.44, 0.81], [0.06, 0.11, 1.38], [0.10, -0.31, 0.85], [1.51, -2.06, -1.50], [3.21, -2.23, -7.14], [2.58, 3.97, -1.61], [1.53, 0.58, 0.49], [-0.48, -2.82, 4.24], [-2.98, 0.04, 1.41], [0.36, 0.46, -0.17], [0.22, -2.03, -3.48], [6.24, 2.12, -0.58], [-0.28, 1.30, 0.99], [-1.31, 0.28, 0.98], [-0.48, 0.75, 2.62], [-4.45, -2.41, -0.56], [-4.55, 9.12, 1.79], [-2.41, 5.06, -1.19], [3.19, -7.89, -5.00], [1.22, -2.53, 2.04], [-1.70, 0.17, 0.57], [3.92, -4.16, 1.88], [-3.39, -0.09, -1.34], [5.91, -6.73, 1.69], [-0.42, -4.18, 1.65], [-1.71, -0.11, -0.49], [-2.06, 7.47, -5.42], [-2.17, -2.84, 4.34], [0.43, 0.48, -0.31], [1.68, -0.11, 2.38], [-2.76, -4.22, 5.65], [3.11, 1.56, -0.72], [1.11, 0.30, 0.46], [-0.39, -0.47, 2.68], [1.32, 1.34, -2.08], [-0.13, 2.45, 0.30], [-0.52, 0.67, -0.24], [3.65, -3.87, 2.66], [3.25, -6.87, 4.80], [1.81, 0.38, -2.09], [-0.37, 1.85, -1.64], [0.17, -1.06, -0.11], [0.00, 1.74, -0.68], [4.01, 3.51, -8.59], [-1.56, 0.49, -0.02], [-1.46, -0.31, 1.51], [-0.38, 2.92, -0.19], [-4.51, -7.20, -1.37], [0.45, 5.46, 0.56], [-3.38, 0.74, 1.22], [-2.55, 4.03, 0.01], [-0.77, 3.05, -0.84], [-2.08, -3.68, 7.92], [0.65, 2.34, -0.29], [-5.57, -3.02, -7.45], [1.35, -1.41, 0.90], [0.82, 0.49, 1.72], [0.60, 0.21, -0.33], [0.21, -0.67, 0.58], [1.17, -0.07, -1.49], [-3.55, 2.25, -2.09], [0.25, 0.30, -1.54], [1.28, -1.45, -0.43], [-0.18, 2.21, -1.61], [-0.78, -0.60, 0.19], [-0.86, -0.56, -1.29], [1.65, 2.85, -5.56], [1.95, -1.71, -1.21], [-0.76, -1.47, 1.02], [5.38, 3.70, 6.96]]
}

{
  "formula": "C6H12O2",
  "method": "ωB97M-V/def2-TZVPD",
  "orbital_gap_ev": 9.18,
  "smiles": "CC(C)=C/C=C/O.O",
  "species": ["C", "C", "C", "C", "C", "C", "O", "H", "H", "H", "H", "H", "H", "H", "H", "H", "H", "O", "H", "H"],
  "positions_angstrom": [[-1.950719, -0.738675, 0.181788], [-0.499082, -0.545845, -0.134163], [-0.188861, 0.691056, -0.951639], [0.416001, -1.326156, 0.451607], [1.875342, -0.975052, 0.434890], [2.576514, -0.787418, -0.659073], [3.889835, -0.395874, -0.723609], [-2.429474, 0.214820, 0.419020], [-2.596599, -1.024751, -0.663150], [-2.116692, -1.529994, 0.903016], [-1.080449, 1.319768, -0.988473], [-0.016824, 0.390478, -1.988857], [0.693299, 1.198303, -0.565976], [0.156641, -2.273348, 0.901561], [2.200652, -0.846976, 1.467107], [2.164368, -1.071225, -1.620491], [4.317056, -0.635106, 0.104122], [-2.503861, 2.516929, 1.399065], [-3.234509, 2.920985, 0.926934], [-1.672638, 2.898082, 1.106319]],
  "forces_ev_per_a": [[-0.93, -0.35, -1.14], [-0.42, 0.13, 0.65], [-0.31, -0.69, -0.03], [0.97, 0.52, -1.28], [-1.67, -0.50, 1.05], [0.69, -0.40, -0.21], [-0.10, -0.21, -0.20], [0.34, -0.09, 0.80], [0.52, -0.20, -0.38], [-0.01, 0.21, 0.46], [0.23, 0.25, 0.21], [0.23, 0.12, 0.02], [-0.07, 0.20, -0.16], [-0.31, 0.15, 0.51], [0.78, 0.18, -0.30], [0.04, 0.44, -0.11], [0.03, 0.18, 0.12], [-0.04, -0.41, 0.39], [0.22, 0.25, -0.18], [-0.19, 0.20, -0.21]]
}

{
  "formula": "C22H25AuBrCl3N5O2",
  "method": "ωB97M-V/def2-TZVPD",
  "orbital_gap_ev": [4.08, 4.09],
  "charge": 3,
  "species": ["Au", "O", "C", "C", "C", "C", "C", "C", "C", "O", "N", "N", "C", "C", "Br", "C", "C", "C", "C", "C", "C", "C", "H", "H", "H", "H", "H", "H", "H", "H", "H", "H", "H", "H", "H", "H", "N", "C", "C", "N", "C", "C", "H", "H", "H", "H", "H", "H", "H", "H", "H", "H", "H", "Cl", "C", "Cl", "Cl", "C", "N"],
  "positions_angstrom": [[0.709986, 1.466421, 1.032597], [0.831197, -2.744110, 1.010516], [0.429521, -3.163304, 2.233670], [0.383349, -4.529788, 2.503005], [-0.025490, -4.958551, 3.749706], [-0.389142, -4.050557, 4.748796], [-0.357269, -2.697415, 4.482264], [0.050429, -2.241171, 3.224686], [0.003374, -0.777233, 2.883027], [0.950365, -0.332118, 2.066672], [-1.420979, -0.767788, 2.137394], [-1.479839, -0.339298, 0.987511], [-2.679525, -0.405084, 0.276383], [-2.685795, 0.006958, -1.014601], [-1.095747, 0.472045, -1.859730], [-3.997118, 0.040533, -1.656670], [-4.430732, 0.316034, -2.930911], [-5.860466, 0.455355, -3.074414], [-6.418126, 0.782539, -4.278416], [-5.579783, 0.916949, -5.389690], [-4.188670, 0.729515, -5.306903], [-3.610961, 0.444497, -4.105474], [1.003662, -1.781927, 1.090779], [0.678959, -5.230915, 1.735494], [-0.054426, -6.019561, 3.957742], [-0.680950, -4.406250, 5.726358], [-0.618318, -1.979609, 5.250935], [-0.203022, -0.143992, 3.755808], [-2.203460, -1.246311, 2.607295], [-3.574570, -0.761135, 0.778257], [-4.784563, -0.172407, -0.939559], [-6.485406, 0.319628, -2.200957], [-7.485315, 0.913465, -4.383980], [-6.019736, 1.154516, -6.351032], [-3.590333, 0.798630, -6.204055], [-2.550383, 0.264608, -4.043594], [6.037319, 0.220334, -0.681283], [5.184892, -0.849924, -0.047937], [3.720021, -0.440260, -0.126862], [3.453666, 0.858119, 0.485333], [4.288208, 1.886557, -0.128213], [5.779364, 1.576428, -0.072432], [5.852979, 0.257346, -1.687267], [7.026162, -0.021117, -0.583915], [5.524346, -0.930122, 0.985468], [5.389959, -1.788689, -0.560254], [3.124459, -1.213746, 0.356451], [3.407244, -0.394274, -1.174970], [3.650754, 0.803909, 1.481779], [4.123287, 2.843070, 0.367025], [3.973838, 2.006850, -1.169382], [6.143971, 1.520874, 0.953945], [6.377382, 2.304044, -0.618963], [-1.052613, 6.582538, 1.271100], [-1.137155, 5.526784, -0.127298], [-2.812636, 5.031108, -0.458186], [-0.404921, 6.258826, -1.554533], [-0.403331, 4.289610, 0.175707], [0.182083, 3.338583, 0.415770]],
  "forces_ev_per_a": [[-0.01, 0.51, 0.50], [0.01, 0.10, -0.10], [-0.05, -0.09, 0.07], [0.01, 0.17, 0.03], [-0.02, -0.01, 0.04], [0.00, 0.04, 0.00], [0.03, -0.04, -0.07], [0.03, -0.06, -0.05], [0.03, -0.12, 0.11], [-0.04, 0.10, -0.39], [0.24, 0.29, 0.09], [-0.27, -0.36, -0.24], [0.37, 0.01, 0.12], [-0.52, -0.29, 0.01], [0.00, 0.11, -0.16], [0.25, 0.02, 0.07], [-0.07, -0.10, -0.02], [0.01, 0.00, -0.01], [0.07, -0.05, 0.04], [-0.04, 0.01, -0.04], [-0.01, -0.01, 0.01], [0.04, 0.00, 0.04], [0.00, -0.08, -0.03], [0.01, 0.01, -0.04], [0.00, -0.01, 0.02], [0.00, -0.01, 0.00], [-0.02, 0.00, 0.03], [-0.08, -0.06, 0.04], [-0.07, 0.02, -0.01], [-0.09, 0.08, -0.03], [-0.06, 0.07, -0.01], [-0.02, 0.01, 0.01], [-0.01, 0.00, 0.02], [0.01, 0.00, -0.01], [0.02, 0.01, 0.01], [0.00, 0.05, -0.02], [0.02, 0.01, -0.05], [0.07, -0.01, 0.02], [0.01, -0.06, 0.02], [0.27, -0.11, -0.05], [0.02, 0.09, 0.05], [0.07, -0.03, 0.02], [-0.01, -0.01, 0.03], [-0.01, 0.01, 0.00], [-0.04, -0.03, -0.01], [-0.03, 0.01, -0.01], [0.01, 0.00, 0.01], [-0.02, -0.03, 0.01], [-0.14, 0.04, 0.02], [0.00, 0.00, -0.01], [0.00, 0.01, 0.00], [-0.03, 0.02, -0.01], [-0.02, 0.01, 0.01], [0.01, -0.04, -0.06], [-0.12, 0.05, -0.10], [0.06, 0.07, 0.01], [-0.04, -0.03, 0.10], [0.30, 0.04, 0.06], [-0.12, -0.36, -0.09]]
}

Energy above the lowest of the compared OMol25 structures with the same formula, charge and spin (computed, eV): 9.954; 2.329; 0.000
Maximum force (computed, eV/Å): 10.4; 2.0; 0.7